Record 1
{"formula": "C42H71N3O30S4", "method": "ωB97M-V with the def2-TZVPD basis set", "homo_ev": -9.9485, "gap_ev": 9.276, "symbols": ["O", "N", "O", "C", "C", "C", "C", "C", "C", "H", "H", "H", "H", "H", "O", "N", "O", "C", "C", "C", "C", "C", "C", "H", "H", "H", "H", "H", "O", "N", "O", "C", "C", "C", "C", "C", "C", "H", "H", "H", "H", "H", "C", "C", "O", "S", "C", "O", "O", "H", "H", "H", "H", "H", "H", "H", "H", "C", "C", "O", "S", "C", "O", "O", "H", "H", "H", "H", "H", "H", "H", "H", "C", "C", "O", "S", "C", "O", "O", "H", "H", "H", "H", "H", "H", "H", "H", "C", "C", "O", "S", "C", "O", "O", "H", "H", "H", "H", "H", "H", "H", "H", "C", "O", "C", "O", "O", "C", "H", "H", "H", "H", "H", "H", "C", "O", "C", "O", "O", "C", "H", "H", "H", "H", "H", "H", "C", "O", "C", "O", "O", "C", "H", "H", "H", "H", "H", "H", "C", "O", "C", "O", "O", "C", "H", "H", "H", "H", "H", "H"], "positions_angstrom": [[3.872, 11.522, -6.998], [3.146, 11.175, -7.856], [3.383, 11.453, -9.005], [2.006, 10.295, -7.530], [1.047, 10.061, -8.567], [-0.031, 9.225, -8.176], [-0.147, 8.688, -6.887], [0.774, 8.867, -5.919], [1.914, 9.648, -6.297], [1.120, 10.475, -9.562], [-0.896, 9.050, -8.799], [-0.961, 8.014, -6.668], [0.698, 8.508, -4.903], [2.667, 9.928, -5.576], [7.851, 5.119, 1.007], [6.789, 5.087, 1.578], [5.911, 5.992, 1.495], [6.510, 3.860, 2.384], [5.311, 3.786, 3.160], [5.007, 2.632, 3.834], [5.820, 1.541, 3.706], [6.982, 1.647, 2.971], [7.332, 2.772, 2.318], [4.627, 4.621, 3.174], [4.158, 2.404, 4.460], [5.767, 0.571, 4.178], [7.578, 0.746, 3.002], [8.287, 2.775, 1.815], [1.030, 10.174, 10.052], [0.524, 10.517, 8.985], [0.579, 11.661, 8.623], [-0.189, 9.499, 8.174], [-0.261, 8.187, 8.543], [-1.086, 7.317, 7.838], [-1.821, 7.767, 6.748], [-1.706, 9.123, 6.317], [-0.883, 9.972, 7.047], [0.295, 7.907, 9.426], [-1.297, 6.324, 8.205], [-2.486, 7.058, 6.280], [-2.257, 9.392, 5.428], [-0.797, 11.030, 6.850], [6.785, -13.920, -3.532], [5.396, -13.277, -3.712], [5.172, -12.513, -2.564], [3.672, -11.886, -2.298], [3.975, -10.277, -3.275], [2.696, -12.737, -2.975], [3.507, -11.583, -0.874], [7.437, -13.061, -3.375], [7.183, -14.394, -4.430], [6.870, -14.523, -2.628], [5.413, -12.592, -4.560], [4.559, -13.958, -3.869], [4.243, -10.594, -4.283], [4.712, -9.650, -2.774], [3.005, -9.812, -3.451], [-7.628, 13.406, 1.827], [-6.594, 13.409, 0.691], [-5.952, 12.103, 0.613], [-5.268, 11.670, -0.772], [-6.709, 11.537, -1.790], [-4.534, 12.788, -1.334], [-4.698, 10.305, -0.545], [-8.157, 14.351, 1.952], [-7.169, 13.278, 2.808], [-8.454, 12.713, 1.668], [-6.959, 13.741, -0.281], [-5.831, 14.176, 0.821], [-7.217, 12.481, -1.987], [-7.384, 10.933, -1.183], [-6.461, 10.995, -2.703], [-2.463, -10.957, 5.673], [-2.270, -9.656, 4.926], [-3.395, -8.855, 5.147], [-3.521, -7.876, 6.482], [-2.439, -6.393, 5.913], [-4.916, -7.469, 6.555], [-2.855, -8.421, 7.663], [-2.066, -10.897, 6.687], [-1.791, -11.691, 5.227], [-3.489, -11.319, 5.740], [-1.361, -9.148, 5.248], [-2.262, -9.810, 3.847], [-2.705, -6.193, 4.875], [-1.394, -6.674, 6.046], [-2.759, -5.556, 6.534], [-7.009, -2.430, -7.080], [-5.909, -2.353, -5.978], [-5.387, -3.592, -5.739], [-4.115, -4.078, -6.737], [-2.795, -3.211, -5.793], [-4.017, -5.524, -6.624], [-4.256, -3.439, -8.068], [-7.897, -3.017, -6.847], [-6.598, -2.563, -8.081], [-7.413, -1.418, -7.087], [-5.175, -1.593, -6.246], [-6.373, -2.170, -5.009], [-2.899, -2.131, -5.904], [-1.803, -3.556, -6.082], [-2.865, -3.357, -4.715], [0.832, -2.068, 1.290], [0.371, -1.001, 0.524], [-0.479, -0.087, 0.950], [-0.999, -0.116, 2.054], [-0.578, 0.846, 0.030], [-1.502, 1.893, 0.268], [1.753, -2.497, 0.898], [0.144, -2.913, 1.328], [0.988, -1.829, 2.342], [-1.763, 2.609, -0.511], [-1.146, 2.411, 1.158], [-2.479, 1.458, 0.480], [6.707, -4.022, 10.055], [6.821, -5.067, 9.029], [5.726, -5.598, 8.506], [4.566, -5.176, 8.667], [6.112, -6.719, 7.845], [5.154, -7.289, 6.981], [5.792, -3.444, 10.187], [7.499, -3.273, 10.073], [6.787, -4.541, 11.009], [4.126, -7.405, 7.323], [5.459, -8.257, 6.584], [5.046, -6.578, 6.162], [-4.407, -9.523, -1.964], [-5.438, -8.594, -1.559], [-5.239, -7.500, -0.839], [-4.095, -7.171, -0.477], [-6.421, -6.790, -0.726], [-6.462, -5.610, 0.025], [-4.716, -10.166, -2.789], [-4.211, -10.215, -1.145], [-3.468, -8.994, -2.124], [-5.646, -4.936, -0.234], [-6.476, -5.961, 1.057], [-7.407, -5.143, -0.251], [2.854, 1.723, -9.627], [3.702, 2.338, -8.662], [3.309, 2.365, -7.407], [2.129, 2.186, -6.930], [4.411, 2.574, -6.665], [4.347, 2.396, -5.275], [3.145, 1.794, -10.675], [1.831, 2.058, -9.455], [2.775, 0.656, -9.417], [4.284, 3.348, -4.748], [5.224, 1.836, -4.950], [3.452, 1.835, -5.007]], "lowdin_charge": [0.101, -0.395, 0.074, -0.129, 0.028, -0.059, -0.110, -0.059, 0.012, 0.111, 0.100, 0.106, 0.110, 0.111, 0.085, -0.324, 0.044, -0.115, 0.013, -0.079, -0.080, -0.090, -0.031, 0.115, 0.112, 0.111, 0.111, 0.126, 0.061, -0.349, 0.083, -0.143, -0.014, -0.071, -0.063, -0.045, -0.003, 0.119, 0.106, 0.102, 0.103, 0.113, -0.051, -0.303, -0.285, 0.693, -0.081, -0.306, -0.298, 0.074, 0.079, 0.081, 0.109, 0.112, 0.048, 0.068, 0.060, -0.057, -0.247, -0.271, 0.644, -0.138, -0.295, -0.305, 0.076, 0.080, 0.077, 0.101, 0.118, 0.066, 0.073, 0.077, -0.076, -0.294, -0.281, 0.684, -0.078, -0.297, -0.308, 0.071, 0.076, 0.090, 0.116, 0.126, 0.058, 0.054, 0.058, -0.062, -0.325, -0.270, 0.715, -0.110, -0.286, -0.311, 0.079, 0.066, 0.068, 0.112, 0.126, 0.061, 0.068, 0.070, -0.064, 0.013, -0.615, 0.111, 0.019, -0.041, 0.094, 0.095, 0.096, 0.096, 0.100, 0.095, -0.017, 0.012, -0.560, 0.083, -0.002, -0.067, 0.089, 0.088, 0.091, 0.092, 0.096, 0.095, -0.016, -0.010, -0.525, 0.074, -0.031, -0.063, 0.094, 0.091, 0.092, 0.096, 0.102, 0.095, -0.035, 0.013, -0.527, 0.041, -0.003, -0.057, 0.097, 0.092, 0.096, 0.097, 0.096, 0.090]}

---

Record 2
{"formula": "C42H74NO14S2", "method": "ωB97M-V with the def2-TZVPD basis set", "total_charge": 1, "homo_ev": -10.7665, "gap_ev": 7.732, "symbols": ["C", "C", "C", "C", "C", "C", "O", "C", "C", "N", "S", "C", "C", "C", "C", "C", "C", "C", "C", "C", "O", "C", "C", "C", "C", "C", "S", "C", "C", "C", "C", "C", "C", "C", "C", "H", "H", "H", "H", "H", "H", "H", "H", "H", "H", "H", "H", "H", "H", "H", "H", "H", "H", "H", "H", "H", "H", "H", "H", "H", "H", "H", "H", "H", "H", "H", "H", "H", "H", "H", "H", "H", "H", "H", "H", "H", "H", "H", "H", "H", "H", "H", "H", "H", "H", "C", "O", "C", "O", "O", "C", "H", "H", "H", "H", "H", "H", "C", "O", "C", "O", "O", "C", "H", "H", "H", "H", "H", "H", "C", "O", "C", "O", "O", "C", "H", "H", "H", "H", "H", "H", "C", "O", "C", "O", "O", "C", "H", "H", "H", "H", "H", "H"], "positions_angstrom": [[1.136, 6.136, 4.088], [-0.284, 6.027, 3.993], [-1.934, 5.759, 3.992], [-2.150, 4.205, 4.494], [-1.777, 3.084, 3.302], [-2.512, 1.726, 3.737], [-1.989, 1.407, 5.109], [-0.598, 0.951, 5.022], [-0.319, -0.311, 4.028], [-1.098, -0.282, 2.695], [0.030, 0.751, 1.758], [-1.054, -1.557, 1.914], [0.044, -2.698, 2.391], [1.585, -2.409, 1.861], [2.688, -2.276, 3.104], [3.871, -1.283, 2.560], [4.312, -0.087, 3.589], [5.821, 0.421, 3.076], [5.810, 1.911, 2.395], [5.764, 1.893, 0.733], [6.799, 1.043, 0.121], [7.675, 1.797, -0.788], [-2.496, 0.372, 2.847], [-3.407, -0.807, 3.625], [-4.587, -0.399, 4.611], [-6.129, -0.328, 4.100], [-6.563, -0.892, 2.403], [-3.206, 0.506, 1.351], [-3.903, 1.943, 1.005], [-5.292, 2.544, 1.678], [-5.962, 4.013, 1.306], [-5.264, 5.018, 0.196], [-3.905, 4.437, -0.536], [-3.239, 2.949, -0.158], [-1.886, 2.584, -1.031], [2.268, 5.761, 4.122], [-2.419, 6.443, 4.842], [-2.407, 5.969, 2.935], [-3.279, 4.033, 4.802], [-1.501, 4.003, 5.470], [-2.139, 3.611, 2.312], [-0.608, 3.099, 3.262], [-3.653, 2.056, 3.879], [-0.322, 0.565, 6.119], [0.191, 1.826, 4.828], [0.852, -0.301, 3.798], [-0.588, -1.274, 4.681], [-0.332, 0.781, 0.410], [-2.047, -2.147, 1.752], [-0.710, -1.324, 0.789], [-0.288, -3.678, 1.789], [-0.029, -3.014, 3.514], [1.956, -3.369, 1.254], [1.661, -1.521, 1.086], [2.206, -1.975, 4.126], [3.161, -3.354, 3.265], [4.834, -1.970, 2.398], [3.664, -0.783, 1.519], [3.622, 0.879, 3.463], [4.321, -0.378, 4.723], [6.261, -0.327, 2.277], [6.539, 0.398, 4.005], [6.862, 2.409, 2.664], [4.998, 2.645, 2.818], [5.982, 3.003, 0.353], [4.664, 1.655, 0.336], [8.659, 1.137, -0.927], [7.238, 1.933, -1.882], [8.039, 2.835, -0.373], [-2.699, -1.543, 4.255], [-3.846, -1.598, 2.840], [-4.624, -1.240, 5.469], [-4.444, 0.585, 5.276], [-6.838, -0.931, 4.851], [-6.508, 0.799, 4.220], [-7.952, -1.107, 2.241], [-2.452, 0.307, 0.449], [-4.060, -0.296, 1.157], [-5.864, 1.910, 2.473], [-6.950, 4.426, 1.830], [-5.693, 6.071, -0.098], [-3.375, 5.135, -1.346], [-0.876, 2.748, -0.433], [-1.846, 3.190, -2.058], [-1.926, 1.437, -1.341], [-3.483, 3.186, -5.390], [-2.871, 3.855, -6.491], [-1.547, 4.105, -6.326], [-0.878, 3.811, -5.348], [-1.097, 4.739, -7.439], [0.291, 5.066, -7.406], [-4.540, 3.038, -5.630], [-3.025, 2.205, -5.231], [-3.419, 3.797, -4.484], [0.900, 4.160, -7.328], [0.506, 5.752, -6.580], [0.541, 5.569, -8.345], [-0.930, -3.082, -8.047], [-1.833, -1.978, -8.060], [-1.244, -0.772, -7.860], [-0.052, -0.578, -7.679], [-2.210, 0.180, -7.896], [-1.732, 1.509, -7.699], [-1.509, -3.994, -8.216], [-0.193, -2.987, -8.851], [-0.435, -3.164, -7.074], [-1.027, 1.787, -8.490], [-1.269, 1.610, -6.712], [-2.588, 2.187, -7.748], [-1.993, -8.335, -3.570], [-2.536, -7.031, -3.374], [-1.845, -6.040, -3.990], [-0.839, -6.181, -4.668], [-2.466, -4.863, -3.722], [-1.844, -3.723, -4.312], [-2.625, -9.048, -3.033], [-2.000, -8.600, -4.632], [-0.980, -8.397, -3.161], [-1.845, -3.804, -5.404], [-0.824, -3.601, -3.932], [-2.424, -2.840, -4.032], [6.707, -7.730, 1.533], [6.164, -6.426, 1.729], [6.855, -5.435, 1.112], [7.861, -5.576, 0.434], [6.234, -4.258, 1.380], [6.856, -3.118, 0.791], [6.075, -8.443, 2.069], [6.700, -7.995, 0.471], [7.720, -7.792, 1.942], [6.855, -3.199, -0.301], [7.876, -2.996, 1.170], [6.276, -2.235, 1.070]], "lowdin_charge": [0.026, -0.091, -0.192, -0.195, -0.154, -0.230, -0.161, -0.151, -0.162, -0.444, 0.954, -0.226, -0.160, -0.203, -0.190, -0.212, -0.193, -0.192, -0.173, -0.223, -0.268, -0.132, -0.260, -0.133, -0.231, -0.577, 0.636, -0.094, -0.097, -0.016, -0.051, -0.056, -0.029, -0.130, -0.124, 0.050, 0.126, 0.115, 0.124, 0.130, 0.118, 0.085, 0.158, 0.165, 0.144, 0.117, 0.154, -0.065, 0.143, 0.120, 0.136, 0.115, 0.129, 0.083, 0.096, 0.128, 0.096, 0.117, 0.101, 0.112, 0.094, 0.115, 0.123, 0.109, 0.122, 0.125, 0.110, 0.106, 0.102, 0.132, 0.109, 0.138, 0.133, 0.100, 0.077, -0.096, 0.091, 0.103, 0.039, 0.095, 0.091, 0.098, 0.068, 0.093, 0.076, -0.045, -0.049, -0.596, 0.100, -0.006, -0.042, 0.104, 0.093, 0.092, 0.101, 0.100, 0.099, -0.054, -0.012, -0.555, 0.112, 0.004, -0.045, 0.099, 0.102, 0.087, 0.115, 0.096, 0.096, -0.050, -0.011, -0.559, 0.110, -0.011, -0.048, 0.096, 0.101, 0.099, 0.079, 0.100, 0.095, -0.050, -0.016, -0.559, 0.116, -0.021, -0.045, 0.094, 0.100, 0.101, 0.106, 0.108, 0.053]}